Record 1
A molecular structure, C3H4N2O2S at a distorted geometry, computed with ωB97M-V/def2-TZVPD.

As for the LUMO energy: 0.2 eV. The energy relative to the best compared isomer or geometry (same formula, charge and spin) is 8.149 eV. As for the calculated total energy: -774.6273 a.u. Its highest occupied orbital energy is -8.90 eV. The multiplicity is 1.

Each line ends with the Mulliken charge.
Cartesian coordinates (Å):
C  -0.975  1.391  0.042  -0.662
C  1.909  -0.455  -0.196  0.160
C  -0.657  -1.067  0.078  0.448
H  -2.067  0.834  -0.171  0.206
H  -0.906  1.644  1.285  0.261
H  -0.545  2.292  -0.925  0.251
H  2.839  -0.216  -0.735  0.394
N  -0.199  0.265  -0.079  0.108
N  1.599  -1.748  -0.275  -0.246
O  0.946  0.303  0.508  -0.275
O  0.314  -1.974  0.527  -0.209
S  -2.259  -1.269  -0.059  -0.436

Forces on atoms 1 to 6 (eV/Å):
-2.105 2.190 -0.061
-2.697 -4.500 0.395
-0.576 1.446 0.681
2.506 2.401 0.366
-0.319 0.313 -3.606
-1.664 -2.523 3.594



Record 2
A molecular structure, C14H26F6Li2NO5 at a distorted geometry, computed with ωB97M-V/def2-TZVPD.

Its charge is +1. As for the LUMO energy: -4.9 eV. The energy relative to the best compared isomer or geometry (same formula, charge and spin) is 0.000 eV. As for the calculated total energy: -1594.0559 a.u. Its highest occupied orbital energy is -12.67 eV. The multiplicity is 1.

Each line ends with the Mulliken charge.
Cartesian coordinates (Å):
Li  3.334  0.054  -0.987  0.817
Li  1.062  0.870  -1.965  0.686
O  1.457  0.041  -0.248  -0.696
H  0.991  -0.091  0.601  -0.100
C  0.182  0.210  -4.921  -1.192
C  -0.973  0.671  -4.021  -0.596
N  -0.586  1.677  -2.960  0.902
C  -0.112  2.929  -3.501  -0.718
C  0.469  3.959  -2.510  -1.206
C  -1.513  1.815  -1.862  -0.606
C  -2.144  0.546  -1.279  -1.397
H  0.992  -0.277  -4.378  0.213
H  0.440  1.059  -5.553  0.369
H  -0.280  -0.407  -5.692  0.407
H  -1.749  1.152  -4.617  0.353
H  -1.362  -0.258  -3.603  0.363
H  0.673  2.752  -4.237  0.275
H  -0.975  3.340  -4.024  0.408
H  1.265  3.473  -1.945  0.248
H  0.919  4.834  -2.979  0.377
H  -0.197  4.191  -1.679  0.317
H  -2.329  2.516  -2.040  0.334
H  -1.100  2.287  -0.971  0.283
H  -1.306  -0.134  -1.124  0.276
H  -2.901  0.119  -1.937  0.392
H  -2.586  0.901  -0.348  0.398
C  1.433  2.413  2.465  -1.141
C  0.022  1.990  2.417  0.358
O  -0.281  1.304  3.602  -0.282
C  -1.372  0.441  3.708  0.395
O  -1.999  0.107  2.683  -0.525
C  -1.667  0.043  5.119  0.849
F  -1.731  1.119  5.917  -0.221
F  -2.781  -0.685  5.193  -0.221
F  -0.750  -0.786  5.727  -0.248
H  1.672  3.177  3.205  0.391
H  1.682  2.856  1.501  0.262
H  2.081  1.578  2.733  0.277
H  -0.150  1.335  1.563  -0.265
H  -0.601  2.838  2.133  0.448
C  1.514  -2.035  2.673  -0.813
C  1.042  -2.725  1.451  -0.061
O  1.124  -4.097  1.569  -0.296
C  0.407  -4.978  0.632  0.294
O  -0.243  -4.597  -0.376  -0.517
C  0.559  -6.504  0.930  0.855
F  -0.145  -7.218  0.070  -0.207
F  1.845  -6.880  0.860  -0.240
F  0.166  -6.754  2.182  -0.234
H  1.491  -0.945  2.648  -0.035
H  2.554  -2.191  2.958  0.348
H  0.818  -2.227  3.489  0.313
H  1.583  -2.459  0.542  0.251
H  0.054  -2.348  1.188  0.360

Forces on atoms 1 to 6 (eV/Å):
-0.948 -0.418 1.328
-1.176 -0.202 0.930
1.239 0.601 -1.460
0.631 0.158 -0.947
-1.425 1.395 -0.632
0.344 0.504 0.412



Record 3
4 unconnected molecules or ions with the total composition C2H12NO3 at a distorted geometry, computed with ωB97M-V/def2-TZVPD.

Its charge is +1. As for the LUMO energy: -4.6 eV. The energy relative to the best compared isomer or geometry (same formula, charge and spin) is 2.026 eV. As for the calculated total energy: -363.5764 a.u. Its highest occupied orbital energy is -14.98 eV. The multiplicity is 1.

Each line ends with the Mulliken charge.
Cartesian coordinates (Å):
C  -0.527  0.727  -1.404  -0.889
C  1.225  -0.759  -0.491  -0.126
N  -0.063  -0.533  -0.794  0.112
H  -0.654  1.473  -0.636  0.316
H  -1.433  0.747  -1.905  0.377
H  0.117  1.055  -2.271  0.345
H  1.985  0.089  -0.736  0.279
H  1.409  -1.723  0.045  0.314
H  -0.654  -1.229  -0.570  0.243
H  -0.790  1.517  2.419  0.329
H  -0.853  3.102  2.048  0.306
O  -0.516  2.218  1.791  -0.684
H  -1.482  -3.771  -0.162  0.315
H  -1.614  -3.707  -1.551  0.310
O  -1.583  -3.125  -0.827  -0.635
H  2.517  1.494  1.936  0.304
H  1.071  1.432  1.490  0.379
O  1.844  0.993  1.617  -0.594

Forces on atoms 1 to 6 (eV/Å):
2.001 0.755 -0.676
-2.658 1.705 -0.678
6.393 2.912 -0.650
0.526 0.337 0.333
-2.185 -1.289 -0.517
0.108 -0.336 1.481



Record 4
A molecular structure, C33H29IrN5O9S4 at a distorted geometry, computed with ωB97M-V/def2-TZVPD.

As for the LUMO energy (alpha / beta): -1.2 / -3.0 eV. The energy relative to the best compared isomer or geometry (same formula, charge and spin) is 0.000 eV. As for the calculated total energy: -3923.0148 a.u. Its highest occupied orbital energy (alpha / beta) is -8.79 / -9.14 eV. The multiplicity is 2. As for the expectation value of S²: 0.7708.

Each line ends with the Mulliken charge.
Cartesian coordinates (Å):
Ir  -0.314  -2.040  1.602  2.442
S  0.422  -3.760  0.291  0.177
C  0.454  -5.014  1.423  -0.014
C  1.080  -6.238  1.019  -0.198
N  1.596  -7.202  0.665  -0.458
C  -0.176  -4.911  2.655  0.796
S  -1.032  -3.510  3.102  -0.337
C  -0.232  -6.018  3.558  -0.117
N  -0.268  -6.897  4.297  -0.417
O  -4.064  2.285  1.176  -0.607
C  -3.073  2.626  1.985  0.484
O  -2.900  3.761  2.353  -0.594
C  -2.144  1.546  2.410  0.786
C  -1.063  1.744  3.257  -1.195
N  -0.389  0.594  3.343  0.167
N  -0.975  -0.342  2.603  -0.574
C  -2.038  0.204  2.027  -0.053
C  -2.816  -0.703  1.135  1.205
O  -3.868  -0.317  0.631  -0.852
O  -2.303  -1.870  0.974  -0.705
H  -4.066  1.314  0.965  0.342
H  -0.764  2.631  3.788  0.604
H  0.507  0.324  3.787  0.371
C  -1.016  6.256  1.088  -1.512
C  -0.115  5.060  0.988  0.915
C  0.758  4.740  2.024  -0.749
C  1.560  3.612  1.966  -0.389
C  1.482  2.779  0.858  0.101
C  0.631  3.086  -0.196  -0.582
C  -0.150  4.225  -0.127  -0.882
S  2.347  1.254  0.709  0.855
O  3.167  1.253  -0.468  -0.766
O  1.365  0.194  0.811  0.011
N  3.328  1.265  2.024  -0.367
C  4.299  0.159  2.144  -0.961
C  3.721  -1.267  2.300  -0.086
C  2.321  -1.282  2.884  0.179
O  2.010  -0.461  3.758  -0.888
O  1.558  -2.207  2.422  -0.747
H  -0.518  7.082  1.596  0.402
H  -1.907  6.001  1.666  0.272
H  -1.333  6.598  0.103  0.388
H  0.810  5.386  2.892  0.423
H  2.249  3.410  2.773  0.493
H  0.572  2.430  -1.056  0.390
H  -0.805  4.466  -0.955  0.364
H  2.744  1.256  2.858  0.422
H  4.892  0.417  3.019  0.425
H  4.957  0.193  1.278  0.426
H  4.384  -1.818  2.971  0.403
H  3.682  -1.800  1.352  0.116
O  -0.655  -0.975  -0.885  -0.551
S  -1.286  -1.950  -1.847  0.740
C  -2.864  -1.286  -2.445  -1.409
C  -2.865  0.072  -3.069  0.230
C  -2.803  0.219  -4.453  -0.136
C  -2.848  1.477  -5.033  -0.759
C  -2.971  2.604  -4.233  -0.504
C  -3.039  2.466  -2.853  -0.684
C  -2.974  1.208  -2.272  0.110
C  -0.274  -1.780  -3.336  -1.366
C  1.040  -2.443  -3.039  0.278
C  1.197  -3.810  -3.259  -0.177
C  2.369  -4.451  -2.890  -0.678
C  3.393  -3.730  -2.290  -0.515
C  3.243  -2.369  -2.069  -0.538
C  2.071  -1.727  -2.444  -0.117
H  -3.508  -1.326  -1.565  0.475
H  -3.198  -2.061  -3.140  0.647
H  -2.734  -0.662  -5.082  0.373
H  -2.803  1.576  -6.110  0.396
H  -3.027  3.587  -4.683  0.400
H  -3.162  3.339  -2.225  0.530
H  -3.041  1.101  -1.197  0.306
H  -0.186  -0.712  -3.541  0.492
H  -0.803  -2.268  -4.158  0.619
H  0.390  -4.377  -3.710  0.379
H  2.480  -5.514  -3.061  0.413
H  4.306  -4.232  -1.996  0.402
H  4.032  -1.797  -1.598  0.505
H  1.951  -0.670  -2.246  0.227

Forces on atoms 1 to 6 (eV/Å):
-0.949 -0.044 0.317
-0.039 -0.043 0.261
0.003 -0.013 -0.189
0.028 -0.006 0.024
-0.010 0.004 0.004
-0.202 0.085 0.030



Please write out number 2 again, unchanged.
A molecular structure, C14H26F6Li2NO5 at a distorted geometry, computed with ωB97M-V/def2-TZVPD.

Its charge is +1. As for the LUMO energy: -4.9 eV. The energy relative to the best compared isomer or geometry (same formula, charge and spin) is 0.000 eV. As for the calculated total energy: -1594.0559 a.u. Its highest occupied orbital energy is -12.67 eV. The multiplicity is 1.

Each line ends with the Mulliken charge.
Cartesian coordinates (Å):
Li  3.334  0.054  -0.987  0.817
Li  1.062  0.870  -1.965  0.686
O  1.457  0.041  -0.248  -0.696
H  0.991  -0.091  0.601  -0.100
C  0.182  0.210  -4.921  -1.192
C  -0.973  0.671  -4.021  -0.596
N  -0.586  1.677  -2.960  0.902
C  -0.112  2.929  -3.501  -0.718
C  0.469  3.959  -2.510  -1.206
C  -1.513  1.815  -1.862  -0.606
C  -2.144  0.546  -1.279  -1.397
H  0.992  -0.277  -4.378  0.213
H  0.440  1.059  -5.553  0.369
H  -0.280  -0.407  -5.692  0.407
H  -1.749  1.152  -4.617  0.353
H  -1.362  -0.258  -3.603  0.363
H  0.673  2.752  -4.237  0.275
H  -0.975  3.340  -4.024  0.408
H  1.265  3.473  -1.945  0.248
H  0.919  4.834  -2.979  0.377
H  -0.197  4.191  -1.679  0.317
H  -2.329  2.516  -2.040  0.334
H  -1.100  2.287  -0.971  0.283
H  -1.306  -0.134  -1.124  0.276
H  -2.901  0.119  -1.937  0.392
H  -2.586  0.901  -0.348  0.398
C  1.433  2.413  2.465  -1.141
C  0.022  1.990  2.417  0.358
O  -0.281  1.304  3.602  -0.282
C  -1.372  0.441  3.708  0.395
O  -1.999  0.107  2.683  -0.525
C  -1.667  0.043  5.119  0.849
F  -1.731  1.119  5.917  -0.221
F  -2.781  -0.685  5.193  -0.221
F  -0.750  -0.786  5.727  -0.248
H  1.672  3.177  3.205  0.391
H  1.682  2.856  1.501  0.262
H  2.081  1.578  2.733  0.277
H  -0.150  1.335  1.563  -0.265
H  -0.601  2.838  2.133  0.448
C  1.514  -2.035  2.673  -0.813
C  1.042  -2.725  1.451  -0.061
O  1.124  -4.097  1.569  -0.296
C  0.407  -4.978  0.632  0.294
O  -0.243  -4.597  -0.376  -0.517
C  0.559  -6.504  0.930  0.855
F  -0.145  -7.218  0.070  -0.207
F  1.845  -6.880  0.860  -0.240
F  0.166  -6.754  2.182  -0.234
H  1.491  -0.945  2.648  -0.035
H  2.554  -2.191  2.958  0.348
H  0.818  -2.227  3.489  0.313
H  1.583  -2.459  0.542  0.251
H  0.054  -2.348  1.188  0.360

Forces on atoms 1 to 6 (eV/Å):
-0.948 -0.418 1.328
-1.176 -0.202 0.930
1.239 0.601 -1.460
0.631 0.158 -0.947
-1.425 1.395 -0.632
0.344 0.504 0.412